23
Properties=species:S:1:pos:R:3:forces:R:3 method="wB97M-V/def2-TZVPD" e_homo_ev=-13.962 lumo_ev=-4.51 e_tot_ev=-19100.583 charge=+1 homo_lumo_gap_ev=9.451 max_force_ev_per_a=1.0 mol_weight_g_mol=254.09 e_above_lowest_kcal_mol=14.64
C -1.879232 -0.652151 1.104060 -0.07 -0.12 -0.06
C -0.740990 -0.429525 0.142483 0.25 -0.31 0.10
C -1.152263 -1.815353 0.508495 -0.10 -0.31 0.37
C 0.674850 2.038011 -1.054820 0.03 -0.01 0.13
C 0.800170 1.551003 0.379205 0.21 -0.12 -0.10
C 0.631439 0.018335 0.580963 -0.64 0.29 0.27
C 1.672999 -0.831981 -0.060595 0.74 0.50 -0.38
N 1.401193 -1.713778 -0.964340 0.17 0.05 0.18
O -1.648006 -2.604666 -0.524523 -0.09 0.20 -0.30
I 3.674849 -0.499528 0.441037 -0.50 -0.18 -0.15
H -2.871808 -0.422659 0.751314 -0.05 0.02 -0.14
H -1.727772 -0.467581 2.155210 0.08 0.05 0.14
H -1.038690 -0.109125 -0.846192 -0.07 -0.04 -0.08
H -0.501297 -2.368564 1.189425 -0.02 0.19 -0.02
H 1.482491 1.674593 -1.685315 0.12 -0.05 -0.12
H 0.716153 3.123503 -1.049533 0.05 0.09 -0.11
H -0.272787 1.758765 -1.504835 -0.09 -0.02 -0.08
H 1.754835 1.875045 0.795575 -0.03 0.00 0.08
H 0.007227 2.006611 0.976035 0.10 -0.09 0.09
H 0.741642 -0.134918 1.663160 0.07 -0.16 -0.08
H 0.436142 -1.932540 -1.219070 -0.02 0.07 0.07
H -2.347001 -3.184587 -0.209944 -0.07 -0.09 0.06
H 2.135226 -2.249624 -1.417174 -0.06 0.04 0.10